[1]
{"formula": "C30H45CrN4PS2Si2", "method": "ωB97M-V with the def2-TZVPD basis set", "symbols": ["Cr", "N", "C", "N", "C", "C", "S", "C", "C", "S", "C", "N", "N", "H", "H", "H", "H", "H", "H", "C", "Si", "C", "C", "C", "C", "C", "C", "C", "Si", "C", "C", "H", "H", "H", "H", "H", "H", "H", "H", "H", "H", "H", "H", "H", "H", "H", "H", "C", "C", "C", "C", "P", "C", "C", "C", "C", "C", "C", "C", "C", "C", "C", "H", "H", "H", "H", "H", "H", "H", "H", "H", "H", "H", "H", "H", "H", "H", "H", "H", "H", "H", "H", "H", "H", "H"], "coordinates": [[0.087600, 0.412508, 0.627159], [-2.489918, 3.014328, 0.695211], [-1.285197, 3.319491, 0.151397], [-0.276508, 2.482244, 0.090350], [0.833220, 3.089010, -0.489316], [0.635491, 4.346548, -0.933785], [-0.972952, 4.851783, -0.577451], [2.066594, 2.312982, -0.448487], [3.313926, 2.664058, -0.813085], [4.420609, 1.382891, -0.467552], [3.122504, 0.439540, 0.169828], [1.954229, 1.039879, 0.100297], [3.285674, -0.800083, 0.655844], [-2.465576, 2.337965, 1.445845], [-3.124292, 3.779339, 0.861688], [1.332513, 5.007962, -1.417166], [3.655129, 3.587296, -1.246373], [4.207278, -1.154733, 0.844410], [2.508484, -1.226474, 1.144669], [2.163430, 2.257555, 2.969846], [0.507246, 1.334714, 2.959223], [-0.751190, 2.643911, 3.522074], [0.572676, 0.050763, 4.327286], [0.857007, 0.363270, 5.658850], [0.883096, -0.625854, 6.626997], [0.618912, -1.945744, 6.275228], [0.332372, -2.266131, 4.958700], [0.307379, -1.279164, 3.969429], [-0.096149, -1.670603, 2.161864], [1.045885, -3.158400, 1.789364], [-1.863367, -2.370627, 2.243561], [2.319278, 2.681600, 3.965037], [2.191795, 3.082384, 2.254572], [3.007746, 1.595841, 2.768826], [-0.446056, 3.004041, 4.508014], [-1.762207, 2.246408, 3.642543], [-0.784755, 3.512300, 2.862024], [1.060934, 1.388955, 5.947589], [1.105987, -0.374993, 7.655799], [0.636160, -2.719476, 7.032023], [0.124948, -3.300229, 4.704828], [0.740269, -3.992303, 2.426877], [2.086012, -2.961625, 2.061810], [1.023752, -3.514415, 0.761018], [-1.900809, -3.078440, 3.075236], [-2.191834, -2.901302, 1.350082], [-2.592727, -1.587654, 2.463057], [-1.013235, -3.210097, -1.209796], [-0.243540, -2.330541, -2.194473], [1.258857, -2.496308, -1.930478], [-0.529861, -2.772586, -3.630338], [-0.602764, -0.520060, -1.835756], [0.184081, 0.289917, -3.276726], [1.536018, 0.614855, -3.183700], [2.218541, 1.171081, -4.256290], [1.554943, 1.417082, -5.447098], [0.212348, 1.083853, -5.563314], [-0.461973, 0.518609, -4.493363], [-2.446149, -0.132206, -1.909031], [-2.611929, 1.350895, -2.279175], [-2.925336, -0.334161, -0.464157], [-3.344064, -0.966228, -2.825719], [-0.661060, -4.240326, -1.299661], [-2.085005, -3.215630, -1.401081], [-0.847866, -2.890914, -0.183551], [1.523639, -3.550781, -2.034632], [1.529319, -2.177803, -0.920443], [1.859613, -1.933898, -2.646180], [-0.257139, -3.826239, -3.726642], [0.063771, -2.212104, -4.351088], [-1.578530, -2.683062, -3.898862], [2.074409, 0.406987, -2.269065], [3.270619, 1.406398, -4.158942], [2.080703, 1.854052, -6.285326], [-0.310675, 1.254100, -6.495135], [-1.497784, 0.244395, -4.624351], [-1.829838, 1.974915, -1.846374], [-3.575100, 1.706382, -1.907565], [-2.592030, 1.506711, -3.354720], [-2.381181, 0.318832, 0.233766], [-2.803444, -1.361718, -0.123426], [-3.981140, -0.067336, -0.379103], [-3.062485, -0.891447, -3.873373], [-4.365862, -0.588175, -2.737082], [-3.363468, -2.018759, -2.552992]], "forces_ev_per_a": [[-0.2395, 0.0069, 0.0565], [-0.0298, -0.0388, 0.0333], [0.0405, 0.0603, -0.0259], [0.0492, 0.0841, 0.0970], [0.0230, 0.0364, -0.0208], [-0.0193, -0.0528, 0.0149], [0.0116, -0.0597, 0.0085], [0.0358, -0.0131, -0.0341], [-0.0402, -0.0286, 0.0145], [-0.0472, -0.0289, 0.0097], [0.0300, 0.0028, 0.0004], [0.0792, -0.0331, -0.0069], [0.0051, 0.0122, 0.0546], [-0.0019, 0.0213, -0.0015], [-0.0085, -0.0178, -0.0051], [0.0244, 0.0172, -0.0136], [0.0071, 0.0366, -0.0080], [-0.0152, -0.0076, -0.0031], [0.0335, -0.0049, -0.0115], [-0.0831, -0.0270, -0.0301], [-0.0348, 0.0714, 0.1079], [0.0133, -0.0546, -0.0353], [-0.0458, -0.1564, -0.1798], [0.0048, 0.0075, 0.0218], [-0.0056, -0.0156, -0.0005], [0.0024, 0.0164, -0.0055], [0.0088, -0.0149, 0.0255], [0.0284, 0.2045, -0.0770], [0.1639, -0.0742, 0.0759], [-0.0599, -0.0031, 0.0149], [0.0087, 0.0405, -0.0247], [-0.0031, 0.0136, 0.0189], [0.0037, 0.0237, -0.0226], [0.0132, -0.0298, -0.0197], [0.0164, -0.0018, 0.0206], [-0.0151, -0.0277, -0.0158], [0.0054, 0.0368, -0.0091], [0.0100, 0.0226, 0.0127], [0.0046, 0.0048, 0.0146], [-0.0010, -0.0091, 0.0018], [-0.0022, -0.0238, -0.0011], [-0.0510, -0.0047, 0.0110], [0.0322, 0.0243, 0.0173], [0.0190, -0.0204, -0.0049], [0.0264, -0.0132, 0.0234], [-0.0132, 0.0121, 0.0339], [-0.0060, 0.0175, 0.0021], [0.0225, 0.0254, -0.0327], [-0.0144, 0.0303, 0.0111], [0.0090, 0.0158, 0.0419], [0.0379, 0.0523, 0.0405], [-0.0137, -0.0722, -0.1088], [-0.0248, -0.0154, 0.0168], [0.0348, 0.0234, 0.0173], [0.0066, 0.0005, -0.0014], [-0.0077, 0.0007, 0.0041], [0.0104, 0.0004, -0.0122], [-0.0108, -0.0074, 0.0071], [0.0358, 0.0149, 0.0281], [0.0401, 0.0050, 0.0221], [0.0220, -0.0507, -0.0066], [0.0461, -0.0064, 0.0144], [0.0050, -0.0143, 0.0043], [-0.0423, 0.0134, -0.0236], [0.0049, -0.0141, -0.0410], [0.0009, -0.0261, 0.0093], [-0.0069, -0.0106, -0.0657], [-0.0052, -0.0211, 0.0015], [0.0076, -0.0091, 0.0005], [0.0098, 0.0307, -0.0250], [-0.0891, 0.0215, -0.0092], [-0.0164, 0.0272, -0.0117], [0.0084, 0.0020, -0.0003], [0.0057, 0.0030, -0.0056], [0.0008, -0.0004, -0.0014], [-0.0086, -0.0251, -0.0025], [-0.0304, -0.0248, -0.0349], [-0.0107, -0.0053, 0.0107], [-0.0055, -0.0033, 0.0042], [-0.0159, 0.0274, 0.0398], [-0.0024, 0.0338, -0.0141], [-0.0098, 0.0128, 0.0149], [0.0238, -0.0033, -0.0423], [-0.0100, -0.0012, -0.0021], [0.0141, -0.0416, 0.0173]], "mulliken_charge": [-0.622, -0.103, -0.826, 1.210, -0.648, -0.300, -0.208, -1.441, -0.217, -0.223, -0.833, 2.491, -0.153, 0.078, 0.291, 0.527, 0.525, 0.250, -0.677, -1.413, 1.927, -1.521, 0.409, -0.863, -0.763, -0.800, -0.739, 0.666, 1.887, -1.794, -1.507, 0.568, 0.312, 0.251, 0.441, 0.303, 0.360, 0.307, 0.414, 0.424, 0.294, 0.597, 0.506, 0.373, 0.570, 0.466, 0.269, -1.801, 2.132, -1.836, -1.778, 1.083, 0.858, -0.305, -0.847, -0.937, -0.818, -0.641, 2.089, -1.851, -1.474, -1.774, 0.590, 0.237, -0.284, 0.593, 0.161, 0.375, 0.542, 0.356, 0.281, 0.318, 0.497, 0.407, 0.492, 0.216, 0.215, 0.576, 0.360, -0.110, 0.264, 0.637, 0.213, 0.519, 0.377], "charge": 1, "s_squared": 3.922, "largest_force_ev_per_a": 0.25, "multiplicity": 4, "homo_lumo_gap_ev": [7.723, 7.114]}


[2]
{"formula": "C30H45MnN3O2P2S", "method": "ωB97M-V with the def2-TZVPD basis set", "symbols": ["Mn", "C", "C", "C", "P", "C", "C", "C", "C", "C", "C", "C", "C", "C", "N", "C", "C", "C", "C", "C", "C", "P", "C", "C", "C", "C", "C", "C", "H", "H", "H", "H", "H", "H", "H", "H", "H", "H", "H", "H", "H", "H", "H", "H", "H", "H", "H", "H", "H", "H", "H", "H", "H", "H", "H", "H", "H", "H", "H", "H", "H", "H", "H", "H", "N", "C", "C", "C", "O", "O", "H", "H", "H", "H", "H", "H", "S", "C", "C", "N", "C", "H", "H", "H"], "coordinates": [[-0.603881, -0.204511, 0.145328], [1.985998, 4.039390, 1.491247], [1.422427, 2.626767, 1.640567], [2.579475, 1.635075, 1.500229], [0.039288, 2.259685, 0.439606], [-1.020290, 3.774500, 0.458106], [-2.006141, 3.883855, -0.697263], [-1.746418, 3.936070, 1.790128], [0.864656, 2.314414, -1.176969], [1.055809, 3.464412, -1.947001], [1.546081, 3.375984, -3.237816], [1.839300, 2.135072, -3.786678], [1.697471, 0.982520, -3.027343], [1.229014, 1.071975, -1.715086], [1.066617, -0.074014, -0.912707], [2.029765, -1.073197, -0.977491], [3.356488, -0.828753, -1.365319], [4.252372, -1.878756, -1.467454], [3.850407, -3.181625, -1.203363], [2.561733, -3.427608, -0.764552], [1.653732, -2.379572, -0.617880], [-0.002444, -2.566097, 0.085840], [0.292758, -3.660532, 1.546324], [-0.991416, -3.904370, 2.340261], [1.447719, -3.199842, 2.428979], [-0.973218, -3.531741, -1.147697], [-0.773561, -2.944509, -2.533142], [-2.458827, -3.584870, -0.786719], [2.842072, 4.148995, 2.151141], [1.275319, 4.813448, 1.763752], [2.333396, 4.218707, 0.478404], [0.962217, 2.543927, 2.634873], [3.188702, 1.903929, 0.641500], [2.282905, 0.586278, 1.361360], [3.218761, 1.690146, 2.377292], [-0.281850, 4.582142, 0.375206], [-2.939970, 3.386107, -0.450902], [-1.637857, 3.468104, -1.635529], [-2.232600, 4.933641, -0.866586], [-2.439916, 3.113185, 1.956629], [-2.334968, 4.849238, 1.767374], [-1.071939, 4.005565, 2.641006], [0.814249, 4.436139, -1.546035], [1.680961, 4.273086, -3.823351], [2.179250, 2.064259, -4.808957], [1.924947, 0.015266, -3.451791], [3.683487, 0.179134, -1.560890], [5.275438, -1.681044, -1.750743], [4.546065, -3.998627, -1.316068], [2.271423, -4.442770, -0.532049], [0.603895, -4.602287, 1.071086], [-1.636122, -3.030299, 2.373529], [-0.741088, -4.175394, 3.363901], [-1.576160, -4.717610, 1.924786], [1.281976, -2.224364, 2.889179], [2.388375, -3.147108, 1.886669], [1.572342, -3.917670, 3.236181], [-0.534555, -4.540752, -1.115374], [-1.030827, -1.888018, -2.541785], [-1.438786, -3.446463, -3.231333], [0.247482, -3.058234, -2.895405], [-2.882963, -2.585915, -0.697335], [-2.654451, -4.110314, 0.142584], [-2.990493, -4.109050, -1.575711], [-0.106516, -0.259629, 1.887170], [-1.039745, 0.280850, 2.902434], [-2.196515, -0.664170, 3.123647], [-2.889574, -1.023385, 1.839824], [-3.890111, -1.690646, 1.750156], [-2.236732, -0.582859, 0.792244], [0.117788, -1.225336, 2.141463], [0.774601, 0.246926, 1.948353], [-1.395774, 1.243903, 2.538194], [-0.536637, 0.453752, 3.863456], [-2.920685, -0.237456, 3.820823], [-1.870004, -1.599021, 3.590366], [-2.924940, 0.833544, -3.813148], [-3.842805, 1.120370, -2.400611], [-3.080858, 0.912455, -1.298559], [-1.790898, 0.533370, -1.557595], [-1.587985, 0.451330, -2.852015], [-4.869540, 1.415795, -2.445887], [-3.412409, 1.009563, -0.282777], [-0.644307, 0.185554, -3.286271]], "forces_ev_per_a": [[-0.2704, 0.9743, -3.8578], [-0.2269, 0.0677, 0.0692], [-0.3604, -0.1852, 0.2268], [-0.1088, -0.2559, 0.0272], [0.5037, 0.5082, -0.9992], [0.1387, -0.0161, 0.2106], [-0.0328, -0.1208, -0.1804], [0.0870, -0.0142, 0.0408], [0.0369, -0.0908, -0.3329], [-0.0764, -0.1994, 0.1435], [0.0166, 0.0679, -0.0456], [-0.0094, -0.1637, 0.1685], [-0.0639, 0.3126, 0.0056], [0.1282, 0.3001, 0.1583], [-1.4828, 0.1158, 0.8907], [0.3404, -0.7826, 0.0135], [-0.1544, -0.2041, 0.1993], [-0.1612, 0.0685, 0.0432], [-0.0216, -0.1195, 0.0112], [-0.0222, 0.0833, 0.0325], [0.1517, 0.3519, -0.0463], [0.8400, -0.5314, -1.4827], [-0.2356, 0.0979, 0.0010], [-0.0405, -0.1271, 0.0943], [0.1891, 0.0224, -0.0658], [-0.1933, -0.0711, 0.3247], [0.1877, 0.0551, -0.1684], [0.0349, -0.0285, 0.0338], [0.1126, -0.0312, 0.1008], [-0.0763, 0.0675, 0.0305], [0.0516, 0.0113, -0.1808], [0.1065, -0.0561, 0.0031], [0.0219, -0.0568, -0.1778], [0.2883, 0.1932, -0.0556], [0.0480, 0.0080, 0.1023], [-0.0869, -0.1383, -0.0587], [-0.0567, -0.0205, 0.0138], [0.0363, 0.0402, 0.0165], [-0.0481, 0.0995, -0.0082], [-0.1175, -0.0727, 0.0276], [-0.0585, 0.1075, 0.0184], [0.0859, -0.0211, 0.0908], [-0.0940, 0.1203, 0.0322], [0.0112, 0.0483, -0.0258], [0.0521, -0.0125, -0.0679], [0.0745, -0.0541, -0.0227], [0.0291, 0.1020, -0.0926], [0.0563, 0.0317, -0.0481], [0.0466, -0.0592, 0.0004], [-0.0362, -0.0883, 0.0494], [-0.0641, 0.1770, -0.0059], [-0.0284, -0.1596, -0.0323], [-0.0152, -0.0455, 0.0710], [-0.0788, -0.0509, -0.0512], [0.0747, -0.0700, 0.2350], [0.0216, 0.0556, -0.0355], [-0.0117, -0.0081, 0.1029], [-0.0590, 0.1314, 0.0617], [-0.0404, 0.0144, -0.0265], [-0.0447, -0.0696, -0.0679], [0.0174, 0.0270, 0.0239], [-0.0369, 0.0521, -0.0285], [-0.0207, -0.0107, 0.0760], [-0.0750, -0.0727, -0.0793], [1.9194, -0.3785, 3.4346], [-0.4902, 0.3385, 0.6959], [-0.3234, -0.0749, 0.5472], [-0.6442, -0.7803, 0.5282], [0.5051, 0.5050, 0.1654], [-0.7046, 0.0981, -1.2945], [-0.0333, 0.3505, 0.2341], [0.1573, -0.1308, 0.2373], [0.0114, -0.0230, 0.0357], [0.2183, -0.1126, -0.3509], [0.0494, 0.0450, -0.0443], [0.0243, 0.1936, 0.0974], [0.1335, -0.0201, 0.2569], [0.3188, -0.0927, 0.1307], [-0.5606, 0.1022, -0.2602], [0.3296, -0.5367, 0.3047], [0.0193, 0.1910, -0.1982], [-0.2843, 0.0931, 0.0006], [-0.1003, -0.0064, 0.0429], [0.1750, -0.0652, -0.0700]], "mulliken_charge": [0.532, -1.495, 0.851, -1.345, 1.038, 0.627, -1.761, -1.797, -0.158, -0.819, -0.930, -1.138, 0.315, -1.262, 1.734, 0.033, -0.499, -1.015, -0.895, -0.780, -0.732, 1.049, 0.635, -1.635, -1.439, 0.460, -1.508, -1.323, 0.473, 0.370, 0.313, 0.442, 0.379, 0.264, 0.545, 0.618, 0.389, 0.286, 0.506, 0.333, 0.466, 0.387, 0.463, 0.504, 0.504, 0.620, 0.553, 0.493, 0.483, 0.454, 0.902, 0.180, 0.436, 0.349, 0.292, 0.343, 0.534, 0.640, 0.281, 0.616, 0.203, 0.133, 0.272, 0.516, -0.300, 0.020, -0.959, 0.208, -0.598, -0.121, -0.185, 0.105, -0.064, 0.504, 0.567, 0.469, -0.122, -0.328, -1.604, 1.316, -0.523, 0.494, 0.589, 0.245], "charge": 2, "s_squared": 3.887, "largest_force_ev_per_a": 3.99, "multiplicity": 4, "homo_lumo_gap_ev": [5.319, 6.292]}